Entry one
{
  "formula": "C3H3IO2",
  "method": "the ωB97M-V functional and the def2-TZVPD basis",
  "species": ["C", "C", "C", "O", "O", "I", "H", "H", "H"],
  "coordinates": [[0.18, 0.68, -0.10], [-1.58, -1.13, -0.27], [1.53, 0.33, 0.12], [-0.49, 1.62, -0.21], [-1.74, -2.26, -0.16], [-3.29, 0.19, -0.08], [1.71, -0.32, -0.66], [1.54, -0.23, 1.04], [2.14, 1.13, 0.32]],
  "orbital_gap_ev": [7.53, 7.01]
}



Entry two
{
  "formula": "C3H3IO2",
  "method": "the ωB97M-V functional and the def2-TZVPD basis",
  "species": ["O", "C", "I", "C", "C", "O", "H", "H", "H"],
  "coordinates": [[1.15, 0.03, -2.40], [0.75, 0.37, -1.03], [1.16, 2.25, -0.21], [0.09, -0.55, -0.15], [-0.88, -0.08, 0.82], [0.40, -0.43, 1.18], [0.00, -1.64, -0.48], [-1.08, 0.87, 1.23], [-1.60, -0.83, 1.04]],
  "orbital_gap_ev": 9.30,
  "smiles": "O=C(I)[C@@H]1CO1"
}



Entry three
{
  "formula": "C3H3IO2",
  "method": "the ωB97M-V functional and the def2-TZVPD basis",
  "species": ["C", "C", "C", "O", "O", "I", "H", "H", "H"],
  "coordinates": [[0.26, 1.05, 1.57], [-0.31, -0.55, -1.63], [0.99, -0.97, -0.89], [-0.33, 1.99, 1.24], [-0.14, -1.55, -0.70], [-0.24, -0.14, 3.26], [-1.00, 0.19, -1.30], [-0.44, -0.90, -2.62], [1.21, 0.87, 1.07]],
  "orbital_gap_ev": 10.17
}



Tell me which of them is the most stable. Sure, it is entry one.



Entry one
{
  "formula": "H6OSi2",
  "method": "the ωB97M-V functional and the def2-TZVPD basis",
  "species": ["O", "Si", "Si", "H", "H", "H", "H", "H", "H"],
  "coordinates": [[-2.05, -0.01, 0.82], [-0.73, 0.18, -0.76], [1.42, -0.14, 0.10], [-1.52, -0.07, 1.61], [-1.50, 1.48, -1.29], [-0.83, -0.87, -1.66], [2.24, 0.85, -0.49], [1.18, 0.11, 1.54], [1.78, -1.53, 0.14]],
  "orbital_gap_ev": 10.51,
  "smiles": "O[SiH2][SiH3]"
}



Entry two
{
  "formula": "H6OSi2",
  "method": "the ωB97M-V functional and the def2-TZVPD basis",
  "species": ["O", "Si", "Si", "H", "H", "H", "H", "H", "H"],
  "coordinates": [[-1.36, 1.41, 0.99], [1.03, 0.02, -0.84], [-0.87, -0.74, 0.27], [-0.63, 1.77, 1.63], [1.92, -1.08, -0.56], [0.89, 0.10, -2.30], [1.63, 1.26, -0.36], [-1.81, -1.48, -0.50], [-0.78, -1.26, 1.68]],
  "orbital_gap_ev": 9.10
}



Tell me which of them is the most stable. Sure, it is entry one.



Entry one
{
  "formula": "C8H13N4",
  "method": "the ωB97M-V functional and the def2-TZVPD basis",
  "species": ["C", "N", "C", "N", "C", "C", "N", "C", "C", "C", "N", "C", "H", "H", "H", "H", "H", "H", "H", "H", "H", "H", "H", "H", "H"],
  "coordinates": [[-1.85, 1.93, 0.22], [-0.47, 1.70, 0.41], [0.43, 2.62, 0.90], [1.66, 2.15, 0.93], [1.62, 0.84, 0.47], [0.30, 0.58, 0.18], [0.00, -0.98, -0.38], [-0.91, -1.52, 0.64], [-0.68, -0.99, -1.73], [1.35, -1.76, -0.48], [2.48, -1.35, 0.14], [2.68, -0.14, 0.51], [-2.08, 2.11, -0.85], [-2.45, 1.03, 0.49], [-2.17, 2.82, 0.85], [0.03, 3.50, 1.35], [-1.37, -2.54, 0.73], [-0.44, -1.52, 1.65], [-1.83, -1.00, 0.80], [-0.87, -1.98, -2.14], [-1.67, -0.48, -1.80], [-0.01, -0.45, -2.35], [1.60, -1.91, -1.52], [1.07, -2.87, -0.02], [3.58, 0.17, 0.98]],
  "charge": 1,
  "orbital_gap_ev": 9.77,
  "smiles": "Cn1cnc2c1[N+](C)(C)CN=C2"
}



Entry two
{
  "formula": "C8H13N4",
  "method": "the ωB97M-V functional and the def2-TZVPD basis",
  "species": ["C", "C", "C", "C", "C", "C", "C", "C", "N", "N", "N", "N", "H", "H", "H", "H", "H", "H", "H", "H", "H", "H", "H", "H", "H"],
  "coordinates": [[-1.90, 1.87, -1.68], [-2.21, 0.72, -0.96], [0.93, 1.00, -1.11], [0.88, -0.12, -0.32], [-0.63, 2.53, -1.98], [1.96, -0.78, 0.40], [-0.51, -1.82, 0.83], [0.33, -1.84, 2.11], [0.05, 1.93, -0.89], [-1.65, -0.24, -0.29], [-0.41, -0.58, -0.01], [1.40, -0.83, 1.82], [-2.74, 2.56, -1.66], [-3.30, 0.49, -0.76], [1.55, 0.93, -1.96], [-0.06, 2.46, -2.90], [-0.89, 3.56, -1.77], [2.33, -1.78, -0.09], [2.88, -0.13, 0.33], [-0.08, -2.64, 0.15], [-1.59, -2.17, 0.91], [-0.11, -1.41, 3.03], [0.70, -2.87, 2.30], [2.18, -0.91, 2.60], [0.91, 0.07, 1.91]],
  "charge": 1,
  "orbital_gap_ev": [7.56, 7.56]
}



Tell me which of them is the most stable. Sure, it is entry one.



Entry one
{
  "formula": "C5H37N2O13",
  "method": "the ωB97M-V functional and the def2-TZVPD basis",
  "species": ["N", "C", "C", "N", "C", "C", "C", "O", "H", "H", "H", "H", "H", "H", "H", "H", "H", "H", "H", "H", "H", "H", "H", "O", "H", "H", "O", "H", "H", "O", "H", "H", "O", "H", "H", "O", "H", "H", "O", "H", "H", "O", "H", "H", "O", "H", "H", "O", "H", "H", "O", "H", "H", "O", "H", "H", "O"],
  "coordinates": [[-1.87, -1.27, -1.07], [-0.63, -0.62, -0.48], [-0.04, 0.17, -1.75], [1.08, 0.94, -1.54], [1.68, 2.33, 0.54], [1.74, 0.97, -0.22], [3.26, 0.84, -0.51], [-0.52, 0.06, -2.84], [-2.51, -0.46, -1.38], [-1.74, -1.92, -1.86], [-2.37, -1.67, -0.24], [-0.08, -1.42, -0.07], [-0.92, 0.25, 0.23], [1.54, 1.53, -2.23], [2.70, 2.46, 0.98], [0.96, 2.43, 1.38], [1.51, 3.09, -0.21], [1.50, 0.08, 0.40], [3.53, -0.23, -0.63], [3.88, 1.41, 0.25], [3.58, 1.39, -1.37], [-0.91, 3.47, -1.64], [-1.60, 2.78, -2.71], [-1.75, 3.63, -2.12], [0.43, 3.11, -3.89], [0.37, 1.65, -4.46], [0.44, 2.19, -3.61], [-1.81, -1.64, 4.12], [-0.67, -1.36, 3.33], [-1.56, -0.98, 3.48], [0.21, -3.49, 3.99], [0.83, -2.81, 2.79], [0.40, -2.56, 3.66], [-2.20, 3.64, 1.67], [-1.81, 2.00, 2.10], [-2.13, 2.67, 1.32], [1.43, -2.76, -2.99], [2.41, -2.06, -1.87], [1.75, -2.88, -1.98], [0.97, -4.22, 1.03], [2.24, -3.38, 0.86], [1.28, -3.36, 1.26], [-2.51, -2.57, 1.64], [-3.16, -3.75, 0.79], [-2.43, -3.21, 0.99], [-0.99, 2.19, 4.37], [-1.41, 0.90, 3.66], [-1.03, 1.77, 3.51], [-2.96, 1.73, -0.17], [-4.08, 0.91, 0.52], [-3.54, 0.87, -0.26], [2.46, -0.53, 3.49], [2.03, 0.85, 3.20], [2.68, 0.37, 3.69], [2.81, -1.03, -4.23], [1.65, -0.36, -3.47], [1.93, -1.08, -3.92]],
  "charge": 1,
  "orbital_gap_ev": 10.21
}



Entry two
{
  "formula": "C5H37N2O13",
  "method": "the ωB97M-V functional and the def2-TZVPD basis",
  "species": ["N", "C", "C", "C", "C", "C", "N", "O", "H", "H", "H", "H", "H", "H", "H", "H", "H", "H", "H", "H", "H", "H", "H", "O", "H", "H", "O", "H", "H", "O", "H", "H", "O", "H", "H", "O", "H", "H", "O", "H", "H", "O", "H", "H", "O", "H", "H", "O", "H", "H", "O", "H", "H", "O", "H", "H", "O"],
  "coordinates": [[0.56, -1.52, -0.55], [1.14, -0.16, -0.91], [2.13, -0.26, -2.07], [1.30, -0.20, -3.40], [3.17, -1.40, -1.95], [0.00, 0.88, -1.11], [0.40, 2.15, -1.34], [-1.17, 0.50, -1.02], [-0.48, -1.42, -0.79], [0.73, -1.90, 0.43], [0.98, -2.26, -1.17], [1.68, 0.16, 0.02], [2.62, 0.79, -2.03], [2.07, -0.04, -4.21], [0.58, 0.61, -3.46], [0.69, -1.00, -3.77], [4.20, -1.02, -2.14], [3.13, -1.89, -1.04], [2.85, -2.01, -2.80], [1.33, 2.48, -1.21], [-0.14, 2.83, -1.94], [0.95, -4.42, -1.89], [2.14, -3.82, -2.62], [1.18, -3.71, -2.51], [-0.41, 3.18, 1.22], [-0.79, 1.58, 1.30], [-0.22, 2.34, 1.65], [1.53, 3.53, -4.27], [0.28, 2.73, -4.83], [0.66, 3.18, -4.05], [-3.86, 1.81, 1.17], [-4.12, 1.83, 2.74], [-4.51, 1.79, 1.84], [3.56, 2.32, 0.93], [2.24, 1.61, 0.83], [3.11, 1.62, 0.38], [-0.35, -4.40, 2.15], [0.64, -3.28, 2.36], [0.29, -3.82, 1.65], [-1.46, 2.30, 4.90], [-1.02, 1.58, 3.65], [-1.28, 1.44, 4.56], [-1.73, -0.75, 2.83], [-2.37, 0.13, 1.76], [-1.52, -0.08, 2.15], [1.83, -0.16, 2.44], [0.31, -0.29, 2.31], [1.16, -0.60, 1.95], [1.19, 1.82, 3.37], [0.60, 1.39, 4.71], [1.28, 1.10, 4.03], [-2.03, -3.27, -2.62], [-2.68, -2.89, -1.28], [-1.90, -3.32, -1.68], [-4.87, 0.23, -0.68], [-5.02, -0.26, 0.70], [-4.37, 0.12, 0.14]],
  "charge": 1,
  "orbital_gap_ev": 10.86
}



Entry three
{
  "formula": "C5H37N2O13",
  "method": "the ωB97M-V functional and the def2-TZVPD basis",
  "species": ["C", "O", "C", "C", "C", "C", "N", "N", "H", "H", "H", "H", "H", "H", "H", "H", "H", "H", "H", "H", "H", "H", "H", "O", "H", "H", "O", "H", "H", "O", "H", "H", "O", "H", "H", "O", "H", "H", "O", "H", "H", "O", "H", "H", "O", "H", "H", "O", "H", "H", "O", "H", "H", "O", "H", "H", "O"],
  "coordinates": [[-3.26, -1.97, 0.18], [-2.42, -2.19, 1.29], [-2.96, -0.58, -0.49], [-1.43, -0.68, -1.01], [-0.51, -0.09, -0.02], [0.41, -0.81, 0.58], [1.68, -0.17, 1.09], [-3.00, 0.39, 0.61], [-4.28, -1.95, 0.53], [-3.22, -2.86, -0.39], [-1.72, -1.53, 1.25], [-3.64, -0.38, -1.33], [-1.43, -0.31, -2.02], [-1.18, -1.72, -1.29], [-0.45, 1.00, 0.00], [0.56, -1.86, 0.87], [1.96, 0.60, 0.46], [1.52, 0.28, 2.08], [2.37, -0.91, 1.19], [-3.68, 1.11, 0.50], [-2.82, -0.02, 1.49], [0.17, -5.46, 1.22], [1.15, -5.84, 0.15], [0.39, -5.28, 0.31], [-2.03, 4.75, -2.80], [-0.81, 3.91, -3.06], [-1.72, 3.84, -2.79], [1.19, 2.72, -0.37], [2.42, 1.84, -0.72], [2.05, 2.45, -0.05], [-3.79, -0.65, 3.16], [-2.86, -0.50, 4.45], [-3.15, -0.10, 3.62], [0.86, -1.40, -4.73], [0.17, -1.51, -3.35], [0.12, -1.79, -4.27], [3.26, 2.02, 2.92], [1.80, 2.38, 3.24], [2.40, 1.62, 3.07], [-2.77, 3.21, 0.94], [-3.68, 2.65, 2.12], [-3.33, 3.45, 1.70], [4.61, -2.19, 0.15], [5.08, -0.69, 0.59], [4.34, -1.39, 0.62], [-0.57, 4.12, 0.31], [-0.99, 3.43, -1.06], [-0.52, 3.34, -0.22], [0.61, -3.29, -2.36], [0.08, -3.24, -0.80], [0.64, -2.85, -1.50], [4.84, 0.82, -0.36], [3.74, 1.56, 0.36], [4.60, 1.16, 0.54], [3.31, 1.03, -2.77], [3.07, -0.20, -1.86], [2.86, 0.75, -1.95]],
  "charge": 1,
  "orbital_gap_ev": 8.79
}



Tell me which of them is the most stable. Sure, it is entry two.